No. 1
{
  "formula": "C29H30IMnN9OS",
  "method": "ωB97M-V/def2-TZVPD",
  "species": ["C", "N", "H", "H", "H", "C", "H", "C", "H", "H", "C", "H", "H", "H", "H", "C", "C", "C", "H", "C", "H", "Mn", "N", "C", "N", "C", "S", "H", "H", "H", "H", "N", "H", "H", "C", "H", "H", "H", "H", "H", "H", "I", "N", "H", "C", "C", "H", "C", "C", "C", "N", "C", "C", "C", "C", "C", "H", "C", "C", "H", "C", "C", "H", "C", "C", "N", "N", "N", "C", "C", "H", "O"],
  "coordinates": [[3.146, -2.297, 0.951], [0.855, 0.532, 1.655], [5.250, 0.287, 0.388], [3.223, 1.549, 0.965], [-0.458, -2.777, -2.307], [1.962, 3.096, 4.140], [2.827, 3.359, 4.737], [-0.259, 2.357, 2.713], [-0.448, 3.316, 0.055], [5.209, -2.196, 0.353], [-4.900, 0.368, -0.704], [-0.908, 2.959, -4.202], [3.109, -3.380, 0.945], [-2.721, -4.871, 0.377], [-3.301, -1.063, -0.635], [-0.731, -0.809, -1.567], [2.797, 0.457, -2.524], [-1.819, -5.109, 0.953], [-1.812, -3.961, 2.716], [-0.733, -1.797, -2.688], [-0.029, -1.500, -3.467], [-0.920, 0.299, 0.912], [-0.978, -2.538, 0.025], [-0.811, 2.511, -3.221], [-1.335, 1.806, 2.040], [2.024, 1.975, 3.329], [-1.426, -1.398, 2.438], [0.789, 4.762, 4.838], [4.101, 2.008, -3.297], [4.164, -0.665, -3.606], [-4.796, 3.304, 1.009], [-2.861, 0.600, 0.495], [-2.068, -5.912, 1.646], [-1.725, -1.884, -3.141], [-4.518, 2.337, 0.615], [-1.065, -6.458, -0.541], [2.925, 1.378, 3.307], [-0.981, 0.511, -3.942], [-1.240, 4.056, 3.554], [-5.518, -0.225, -1.361], [-0.600, 4.408, -2.155], [2.601, 1.448, -5.408], [-0.785, -1.207, -0.280], [3.388, -1.468, -2.274], [3.209, 0.468, 0.992], [-0.716, -5.588, 0.020], [-0.434, -4.807, -0.679], [-0.846, 1.154, -3.083], [4.320, -1.638, 0.621], [-5.318, 1.625, -0.234], [-0.602, 1.403, -0.693], [-3.267, 1.806, 0.989], [-3.673, -0.098, -0.315], [-0.717, 0.580, -1.797], [-0.645, 3.332, -2.080], [-0.310, 3.505, 3.497], [1.110, -2.104, 1.593], [3.057, 1.706, -3.339], [0.812, 3.882, 4.209], [2.411, 2.494, -2.973], [2.010, -1.581, 1.309], [0.923, 1.606, 2.547], [0.168, -5.877, 0.592], [-0.561, 2.732, -0.851], [2.026, -0.192, 1.331], [3.492, -0.656, -2.860], [-1.439, -3.970, 1.783], [-2.444, 2.496, 1.811], [-1.264, -2.707, 1.272], [4.343, -0.246, 0.648], [-6.276, 2.026, -0.539], [2.006, 0.483, -1.605]],
  "forces_ev_per_angstrom": [[-0.0601, 0.0396, -0.0246], [-0.2518, 0.4868, 0.0405], [-0.0074, -0.0043, -0.0032], [-0.0024, -0.0058, 0.0003], [0.0157, -0.0057, -0.0147], [-0.0496, 0.0614, 0.0371], [0.0018, 0.0050, -0.0205], [-0.1877, -0.0267, -0.1032], [-0.0482, -0.0114, 0.0259], [-0.0048, 0.0037, 0.0116], [-0.0764, 0.0648, 0.0045], [-0.0153, -0.0011, 0.0082], [-0.0029, 0.0052, 0.0040], [0.0203, 0.0102, -0.0362], [0.0422, 0.0146, -0.0227], [-0.0584, -0.0879, -0.0394], [-0.1048, -0.0635, 0.0063], [0.0770, 0.0657, -0.0222], [-0.0232, -0.0787, 0.0104], [0.0157, -0.0505, 0.0364], [-0.0128, 0.0005, 0.0051], [0.9047, -0.7083, 1.0824], [-0.0014, 0.2392, 0.0179], [0.0454, 0.0586, 0.0311], [-0.1785, 0.3142, 0.0149], [-0.0056, -0.0672, -0.0394], [0.0144, 0.1430, -0.1946], [-0.0005, -0.0046, -0.0093], [0.0043, 0.0022, 0.0138], [-0.0272, 0.0028, -0.0386], [-0.0198, -0.0183, -0.0104], [-0.2139, 0.3472, 0.0157], [-0.0895, 0.0047, -0.0053], [0.0153, 0.0072, -0.0013], [0.0170, 0.0496, 0.0746], [0.0121, 0.0000, 0.0152], [0.0112, 0.0198, -0.0160], [0.0188, 0.0127, -0.0014], [0.0071, -0.0014, 0.0061], [-0.0046, 0.0091, 0.0074], [0.0040, -0.0076, -0.0118], [-0.0077, -0.0172, -0.0459], [-0.1241, 0.1429, -0.4032], [0.0255, 0.0297, 0.0463], [0.0551, 0.0349, -0.0635], [0.0463, -0.0322, 0.0691], [-0.0044, -0.0074, -0.0129], [0.1279, 0.1388, 0.0030], [-0.0257, 0.0504, -0.0069], [-0.0384, -0.0657, -0.0378], [-0.1369, -0.2000, -0.4520], [-0.0592, -0.0164, 0.0671], [0.0993, -0.0598, 0.1169], [-0.0899, -0.1661, -0.1407], [0.0362, 0.0120, -0.1140], [-0.0612, -0.0391, -0.0033], [0.0077, -0.0050, -0.0166], [0.0282, 0.0091, -0.0169], [0.0865, -0.0345, 0.0237], [-0.0110, -0.0048, 0.0249], [0.0741, -0.1205, 0.0277], [0.1021, -0.2200, 0.0124], [-0.0203, 0.0052, -0.0099], [0.0978, -0.1131, 0.1294], [-0.1972, 0.0434, 0.0654], [0.0501, 0.0126, 0.0278], [0.0378, 0.1075, -0.0058], [0.1050, -0.1478, -0.0475], [-0.0995, -0.1723, 0.0189], [-0.0070, -0.0329, 0.0236], [0.0090, -0.0036, 0.0129], [0.1137, 0.0476, -0.1466]],
  "mulliken_spin": [0.00, 0.05, 0.00, 0.00, 0.01, 0.09, 0.01, -0.06, 0.02, 0.00, 0.11, 0.00, 0.00, 0.00, 0.00, 0.19, 0.00, 0.00, 0.00, 0.01, 0.00, 3.22, -0.04, 0.04, 0.20, -0.04, -0.08, 0.00, 0.00, 0.00, 0.00, 0.05, 0.00, 0.01, 0.07, 0.00, 0.00, 0.01, 0.01, 0.00, 0.01, 0.00, 0.12, 0.00, 0.01, 0.00, 0.00, 0.06, 0.01, -0.01, 0.09, -0.03, -0.01, 0.15, 0.15, 0.08, -0.02, 0.00, -0.01, 0.00, 0.01, 0.13, 0.00, -0.05, -0.01, 0.00, 0.02, 0.35, 0.08, -0.01, 0.00, 0.01],
  "multiplicity": 6,
  "lumo_energy_ev": [-0.53, -1.30],
  "total_charge": 0,
  "gap_ev": [5.0, 5.7]
}



No. 2
{
  "formula": "C29H30N2O3PSiV",
  "method": "ωB97M-V/def2-TZVPD",
  "species": ["C", "O", "C", "H", "C", "O", "H", "O", "C", "C", "C", "H", "H", "C", "H", "H", "H", "H", "P", "C", "C", "C", "C", "H", "C", "N", "H", "C", "C", "C", "C", "H", "C", "H", "C", "H", "C", "H", "H", "H", "C", "Si", "C", "N", "H", "C", "H", "C", "H", "H", "H", "H", "C", "C", "C", "H", "H", "C", "C", "H", "H", "H", "H", "C", "H", "V", "H"],
  "coordinates": [[2.887, -1.691, 0.183], [-1.613, 2.112, -1.357], [-3.070, -0.888, 0.568], [-0.507, -6.359, 2.542], [4.765, 2.715, -1.079], [1.648, 0.999, -1.493], [1.000, 2.234, 2.295], [-1.089, -0.986, -1.342], [-3.151, 4.705, 0.700], [2.549, 1.762, -0.870], [-3.782, -1.166, -2.142], [6.329, -3.149, -0.889], [5.585, 3.649, 0.699], [0.324, -5.247, 0.887], [-0.558, -2.049, 2.853], [-2.232, -0.852, 1.275], [1.128, -3.933, -0.595], [-4.700, -1.470, -1.584], [-2.489, -1.529, -1.012], [4.564, -2.006, -1.474], [4.683, 3.203, 0.278], [2.410, 2.256, 0.489], [0.683, -4.003, 0.415], [5.654, 2.885, -1.635], [4.846, -2.993, 0.688], [-1.070, 2.997, 0.700], [-3.677, 3.852, -2.595], [-2.705, -3.338, -0.900], [5.315, -2.784, -0.611], [-0.773, -4.212, 2.705], [0.402, -2.812, 1.095], [-3.240, -3.808, -1.759], [-1.872, 2.938, -0.372], [1.669, -0.629, 2.194], [-4.211, 5.560, 0.799], [2.704, -0.913, -1.795], [-3.803, 4.304, -1.596], [0.650, -6.161, 0.393], [-3.455, 0.111, 0.335], [-1.737, -3.813, -0.755], [-0.385, -5.371, 2.067], [1.210, -1.038, 0.828], [-2.905, 4.050, -0.533], [0.019, 2.217, 0.442], [-3.890, -1.491, 1.044], [3.683, -2.417, 1.105], [-3.226, -3.456, 0.048], [-4.665, 5.430, -1.517], [5.051, -1.792, -2.413], [-4.519, 5.990, 1.734], [-3.807, -0.066, -2.368], [5.260, -3.683, 1.393], [-0.332, -2.966, 2.286], [3.702, 1.964, -1.560], [-5.040, 5.853, -0.280], [-1.464, -4.298, 3.591], [3.755, 1.584, -2.539], [3.346, -1.476, -1.098], [1.141, 2.251, 1.173], [3.526, 3.202, 2.073], [3.350, -2.546, 2.116], [-3.730, -1.734, -3.132], [-5.153, 5.887, -2.387], [3.553, 2.861, 1.061], [-5.966, 6.417, -0.115], [-0.007, 0.636, -0.813], [-2.567, 4.501, 1.556]],
  "forces_ev_per_angstrom": [[-0.2622, 0.8596, 0.5754], [-0.0545, -0.5756, 1.8203], [-0.3262, -0.0929, 0.3464], [-0.3786, 0.6338, -0.4705], [-1.4675, 0.1970, 2.6945], [-1.2081, 0.4739, 0.7458], [0.5954, 0.9304, -1.2045], [-0.2089, 0.3224, 0.0632], [-0.3887, 0.2874, -1.2777], [-0.4521, 0.0135, 1.2870], [-0.7931, 1.0094, -1.7204], [-1.0489, 0.1726, 0.0423], [-0.5632, 0.1354, 0.1159], [0.3342, -0.7175, 0.0896], [-0.0818, -0.6493, -0.0042], [-0.1856, 0.1363, -0.1272], [0.1570, -0.1225, 0.7494], [0.4773, 0.2723, -0.5838], [-0.2544, -1.4703, 0.3432], [1.3009, -0.1844, -0.3618], [-0.5603, -1.7219, -0.7558], [0.1401, -0.7368, -0.7313], [0.2273, 0.9242, -1.8019], [0.4594, 0.0899, -0.5285], [-0.1015, -0.4705, -0.2241], [0.2756, -0.7818, 0.0728], [0.1224, 0.0434, 0.7513], [0.7748, 0.0896, -0.0777], [0.7916, -0.0855, 0.5087], [-1.2893, 0.0583, 1.8363], [-0.3526, 0.5757, 1.0726], [0.3906, 0.5844, 0.7179], [0.5793, 0.1115, -2.3824], [-0.6446, 0.2796, -0.0359], [-1.1873, 0.1352, 0.3325], [0.7272, -0.3820, 0.2564], [1.6345, 1.2329, -1.0722], [-0.0677, 0.3426, -0.1702], [0.1229, 0.0747, 0.3919], [0.0900, -0.1477, -0.0828], [0.3420, -0.4443, 0.3531], [0.7561, -2.1628, 0.0354], [-0.8034, -1.2836, 1.6343], [0.6891, -0.2786, -1.0799], [0.7689, 0.5016, -0.6983], [-1.1780, 0.8225, -1.0011], [-0.2969, -0.3779, -0.1409], [-0.3476, -1.5577, -0.9416], [-0.4205, 0.0997, -0.3934], [0.2553, -0.0147, 0.4877], [-0.1843, -0.9431, 0.2181], [0.9524, -0.1384, 0.1153], [-0.2187, 0.7217, -0.4824], [1.8011, 1.2698, -0.1818], [0.0593, 0.8243, 0.9558], [1.0537, 0.2059, -0.8190], [0.0055, -0.5851, -1.0974], [-0.6449, 0.0287, -0.4177], [-0.8826, -0.7443, 0.8214], [-0.1371, 0.0798, 0.5556], [-0.1800, -0.1436, 0.3710], [0.0731, 0.6883, 1.4561], [0.0955, -0.8136, 0.1473], [1.0178, 0.8012, -1.2825], [0.6565, 0.1914, -0.2165], [-1.1704, 1.5870, -0.1800], [0.6147, -0.1813, 0.5806]],
  "nbo_charge": [-0.43, -0.73, -1.02, 0.23, -0.11, -0.67, 0.24, -1.10, -0.16, 0.36, -1.04, 0.23, 0.24, -0.21, 0.20, 0.26, 0.22, 0.27, 1.94, -0.20, -0.21, -0.19, -0.22, 0.23, -0.21, -0.38, 0.23, -1.00, -0.20, -0.24, -0.45, 0.27, 0.61, -0.16, -0.22, 0.21, -0.17, 0.23, 0.26, 0.28, -0.20, 0.88, -0.14, -0.36, 0.28, -0.20, 0.26, -0.20, 0.22, 0.22, 0.27, 0.22, -0.17, -0.25, -0.17, 0.22, 0.23, -0.24, 0.22, 0.23, 0.21, 0.28, 0.23, -0.14, 0.23, 1.47, 0.24],
  "multiplicity": 2,
  "lumo_energy_ev": [-5.05, -4.25],
  "total_charge": 1,
  "gap_ev": [5.9, 6.6]
}